(1)
ORCA calculation (ωB97M-V/def2-TZVPD) on 6 unconnected molecules or ions with the total composition C28H48F12O14 in a non-equilibrium geometry.

Geometry (Å):
1 C -2.10 7.36 -7.62
2 C -2.84 6.04 -7.53
3 O -4.23 6.11 -7.25
4 C -5.17 6.69 -8.05
5 O -4.99 7.30 -9.08
6 C -6.54 6.36 -7.51
7 F -6.65 5.03 -7.19
8 F -6.73 7.03 -6.36
9 F -7.53 6.69 -8.39
10 H -2.52 8.08 -8.31
11 H -1.11 7.13 -8.01
12 H -2.23 7.86 -6.66
13 H -2.26 5.40 -6.87
14 H -2.72 5.71 -8.56
15 C 3.31 11.27 1.13
16 C 3.33 9.85 1.60
17 O 2.16 9.12 1.32
18 C 1.87 8.81 -0.06
19 O 2.43 9.42 -1.01
20 C 0.74 7.79 -0.16
21 F 1.23 6.60 -0.57
22 F 0.12 7.54 0.99
23 F -0.08 8.03 -1.17
24 H 3.89 11.26 0.20
25 H 4.09 11.81 1.67
26 H 2.39 11.84 1.20
27 H 3.35 9.76 2.68
28 H 4.17 9.28 1.20
29 C -9.74 -3.83 1.99
30 C -11.05 -3.76 1.31
31 O -10.80 -4.15 -0.03
32 C -11.25 -3.50 -1.06
33 O -11.75 -2.36 -0.98
34 C -11.15 -4.24 -2.48
35 F -9.90 -3.94 -2.93
36 F -11.26 -5.58 -2.38
37 F -11.97 -3.72 -3.39
38 H -9.77 -3.56 3.04
39 H -8.96 -3.20 1.57
40 H -9.30 -4.83 1.93
41 H -11.44 -2.75 1.48
42 H -11.82 -4.46 1.65
43 C 3.88 -6.14 8.11
44 C 4.01 -6.25 9.58
45 O 5.04 -5.43 10.12
46 C 5.05 -5.05 11.37
47 O 4.09 -5.21 12.14
48 C 6.33 -4.18 11.70
49 F 7.37 -4.89 11.66
50 F 6.38 -3.31 10.66
51 F 6.11 -3.63 12.91
52 H 3.93 -5.07 7.91
53 H 2.97 -6.62 7.73
54 H 4.76 -6.59 7.65
55 H 4.18 -7.26 9.95
56 H 2.99 -6.00 9.87
57 C -0.49 -1.65 -4.12
58 O -1.82 -1.98 -4.39
59 C -2.81 -1.48 -3.52
60 C -2.73 -1.70 -2.07
61 O -1.92 -0.69 -1.43
62 C -2.01 -0.52 -0.01
63 C -1.41 -1.62 0.78
64 O -2.17 -2.82 0.96
65 C -1.41 -4.02 0.95
66 H -0.08 -1.87 -3.13
67 H -0.44 -0.57 -4.27
68 H 0.20 -1.96 -4.90
69 H -3.79 -1.90 -3.76
70 H -2.91 -0.40 -3.64
71 H -2.27 -2.65 -1.81
72 H -3.70 -1.71 -1.57
73 H -3.00 -0.22 0.32
74 H -1.56 0.44 0.26
75 H -1.34 -1.16 1.77
76 H -0.40 -1.92 0.48
77 H -0.61 -3.85 1.67
78 H -0.97 -4.25 -0.02
79 H -1.93 -4.89 1.35
80 C 6.69 -1.96 -4.00
81 O 5.88 -2.46 -2.87
82 C 6.52 -3.43 -2.02
83 C 5.57 -3.78 -0.84
84 O 5.70 -3.13 0.44
85 C 5.57 -1.79 0.29
86 C 5.61 -1.12 1.63
87 O 6.95 -0.72 2.13
88 C 7.93 -1.78 2.12
89 H 6.52 -0.99 -4.47
90 H 6.66 -2.59 -4.89
91 H 7.71 -1.95 -3.62
92 H 7.44 -3.05 -1.58
93 H 6.66 -4.28 -2.70
94 H 5.68 -4.86 -0.78
95 H 4.52 -3.71 -1.14
96 H 4.64 -1.46 -0.17
97 H 6.41 -1.36 -0.26
98 H 5.02 -1.54 2.45
99 H 5.12 -0.16 1.46
100 H 7.53 -2.67 2.62
101 H 8.87 -1.36 2.50
102 H 8.11 -2.13 1.11

Properties
E_HOMO: -9.52 eV
Orbital gap: 0.3563 Eh
SMILES: CCOC(=O)C(F)(F)F.CCOC(=O)C(F)(F)F.CCOC(=O)C(F)(F)F.CCOC(=O)C(F)(F)F.COCCOCCOC.COCCOCCOC
ΔE to the lowest compared entry with this formula, charge and spin: 132.0 kJ/mol

(2)
ORCA calculation (ωB97M-V/def2-TZVPD) on a molecular structure, C28H48F18LiO24P3 in a non-equilibrium geometry.

Geometry (Å):
1 Li 2.77 -1.09 -0.49
2 P 3.43 -0.79 3.18
3 F 1.84 -0.78 3.64
4 F 3.82 -0.45 4.72
5 F 3.47 -2.31 3.63
6 F 5.00 -0.91 2.72
7 F 3.09 -1.25 1.62
8 F 3.35 0.80 2.87
9 P 2.55 -3.64 -1.59
10 F 3.27 -3.23 -0.24
11 F 1.29 -2.80 -1.07
12 F 3.10 -2.28 -2.35
13 F 1.70 -4.11 -2.96
14 F 3.79 -4.51 -2.19
15 F 1.86 -4.98 -0.91
16 P 0.73 1.00 -0.68
17 F 1.57 0.19 -1.83
18 F -0.65 0.79 -1.48
19 F 0.63 -0.40 0.14
20 F -0.02 1.90 0.48
21 F 2.21 1.21 0.02
22 F 1.05 2.28 -1.62
23 C 4.14 0.51 -4.05
24 C 4.06 -0.15 -5.38
25 O 3.57 0.91 -6.13
26 C 4.02 2.07 -5.64
27 O 3.85 3.15 -6.26
28 O 4.45 1.84 -4.37
29 H 4.85 0.01 -3.39
30 H 3.18 0.46 -3.53
31 H 3.41 -1.02 -5.37
32 H 5.00 -0.57 -5.75
33 C 1.09 5.04 0.22
34 C 1.32 5.03 1.71
35 O 1.45 6.37 2.06
36 C 1.12 7.11 1.01
37 O 0.93 8.34 1.07
38 O 0.81 6.37 -0.02
39 H 0.17 4.51 -0.05
40 H 1.93 4.65 -0.35
41 H 2.22 4.44 1.86
42 H 0.49 4.60 2.27
43 C -0.57 0.43 -4.46
44 C 0.31 -0.80 -4.69
45 O 0.80 -0.40 -5.96
46 C 0.01 0.50 -6.62
47 O 0.19 0.85 -7.78
48 O -0.79 0.94 -5.74
49 H 0.03 1.20 -3.98
50 H -1.49 0.05 -4.01
51 H -0.20 -1.76 -4.73
52 H 1.22 -0.70 -4.11
53 C -0.48 1.50 4.33
54 C 0.85 2.17 4.66
55 O 0.48 3.40 5.18
56 C -0.77 3.28 5.65
57 O -1.35 4.28 6.09
58 O -1.37 2.12 5.21
59 H -0.51 0.43 4.55
60 H -0.71 1.64 3.27
61 H 1.62 2.20 3.90
62 H 1.34 1.78 5.55
63 C -2.75 -0.77 1.92
64 C -4.00 -0.02 2.32
65 O -3.56 1.19 2.89
66 C -4.47 1.84 3.65
67 O -5.66 1.56 3.77
68 O -3.95 3.03 3.97
69 C -4.77 4.16 4.25
70 H -2.17 -0.35 1.10
71 H -2.94 -1.77 1.53
72 H -2.07 -0.95 2.75
73 H -4.51 -0.61 3.08
74 H -4.73 0.15 1.53
75 H -4.13 4.89 4.75
76 H -5.41 3.93 5.10
77 H -5.26 4.51 3.35
78 C -3.02 -7.04 0.20
79 C -3.06 -6.49 1.60
80 O -1.84 -5.87 1.82
81 C -1.73 -4.79 2.58
82 O -2.71 -4.24 3.04
83 O -0.46 -4.46 2.67
84 C -0.02 -3.18 3.00
85 H -3.01 -6.24 -0.54
86 H -3.99 -7.52 0.13
87 H -2.28 -7.78 -0.11
88 H -3.04 -7.30 2.33
89 H -3.89 -5.81 1.80
90 H -0.04 -2.55 2.12
91 H 1.05 -3.07 3.18
92 H -0.53 -2.76 3.87
93 C -8.92 -2.48 -2.09
94 C -8.05 -1.29 -1.70
95 O -6.71 -1.69 -1.61
96 C -5.84 -0.72 -1.56
97 O -6.17 0.49 -1.49
98 O -4.62 -1.29 -1.54
99 C -3.44 -0.47 -1.52
100 H -9.96 -2.18 -2.17
101 H -8.87 -3.19 -1.26
102 H -8.64 -2.94 -3.04
103 H -8.42 -0.93 -0.74
104 H -8.23 -0.56 -2.49
105 H -3.64 0.36 -0.84
106 H -3.09 0.01 -2.44
107 H -2.56 -1.06 -1.27
108 C 5.20 3.60 -0.21
109 C 5.33 2.55 -1.36
110 O 6.19 1.49 -0.99
111 C 5.71 0.24 -0.80
112 O 4.50 -0.11 -0.85
113 O 6.77 -0.52 -0.59
114 C 6.66 -1.96 -0.39
115 H 4.23 4.08 -0.32
116 H 6.04 4.28 -0.14
117 H 5.06 3.11 0.75
118 H 5.70 3.09 -2.23
119 H 4.43 2.05 -1.72
120 H 6.32 -2.20 0.61
121 H 7.61 -2.46 -0.54
122 H 5.87 -2.40 -0.99

Properties
E_HOMO (alpha / beta): -8.56 / -8.56 eV
Multiplicity: 2
Charge: -1
Orbital gap (alpha / beta): 0.3145 / 0.0695 Eh

(3)
ORCA calculation (ωB97M-V/def2-TZVPD) on a molecular structure, C28H49As2CaF6N8O5S3Si3.

Geometry (Å):
1 Ca -0.76 0.04 -2.80
2 N -2.85 2.12 1.76
3 C -2.23 1.82 0.60
4 N -1.65 0.70 0.33
5 C -1.74 -0.32 1.26
6 N -1.23 -1.49 1.08
7 N -0.50 -1.66 -0.10
8 C -0.77 -2.77 -0.64
9 C -0.12 -3.22 -1.88
10 C 0.07 -4.57 -2.11
11 C 0.61 -4.98 -3.32
12 C 0.93 -4.02 -4.26
13 C 0.72 -2.69 -3.95
14 N 0.22 -2.28 -2.78
15 C -2.48 -0.10 2.51
16 C -2.68 -1.10 3.47
17 C -3.38 -0.83 4.62
18 C -3.91 0.44 4.85
19 C -3.73 1.44 3.91
20 C -3.03 1.16 2.75
21 H -3.30 3.02 1.84
22 H -2.22 2.62 -0.13
23 H -1.53 -3.42 -0.21
24 H -0.23 -5.29 -1.35
25 H 0.75 -6.03 -3.53
26 H 1.32 -4.29 -5.23
27 H 0.96 -1.91 -4.66
28 H -2.27 -2.08 3.27
29 H -3.54 -1.62 5.35
30 H -4.46 0.64 5.75
31 H -4.14 2.43 4.08
32 N 0.24 3.06 -0.83
33 N -0.80 3.85 -1.40
34 C -1.49 3.30 -2.53
35 O -1.89 4.08 -3.38
36 O -1.61 2.03 -2.50
37 H 0.85 2.73 -1.58
38 H -0.19 2.20 -0.49
39 H -0.49 4.79 -1.60
40 C 1.72 2.81 -4.21
41 S 1.65 1.06 -4.04
42 O 1.49 0.79 -2.58
43 O 2.86 0.50 -4.58
44 O 0.41 0.64 -4.71
45 H 2.46 3.19 -3.51
46 H 0.73 3.24 -4.02
47 H 2.03 3.04 -5.23
48 C 3.48 3.47 -0.05
49 Si 4.15 1.74 -0.17
50 C 4.83 1.29 -1.85
51 C 5.53 1.59 1.10
52 As 2.53 0.04 0.40
53 Si 3.54 -2.01 -0.33
54 C 2.63 -3.42 0.50
55 C 3.55 -2.11 -2.19
56 C 5.30 -1.97 0.31
57 Si 2.18 -0.04 2.77
58 C 1.23 -1.55 3.30
59 C 1.30 1.56 3.15
60 C 3.83 -0.11 3.64
61 H 3.83 4.05 -0.91
62 H 3.87 3.93 0.85
63 H 2.39 3.54 -0.03
64 H 5.25 2.20 -2.29
65 H 4.11 0.88 -2.56
66 H 5.65 0.57 -1.74
67 H 6.37 2.12 0.63
68 H 5.86 0.58 1.33
69 H 5.28 2.10 2.02
70 H 1.59 -3.20 0.70
71 H 3.12 -3.67 1.44
72 H 2.67 -4.29 -0.16
73 H 3.11 -1.24 -2.70
74 H 3.01 -2.99 -2.52
75 H 4.59 -2.19 -2.53
76 H 5.39 -1.81 1.38
77 H 5.92 -1.23 -0.20
78 H 5.70 -2.96 0.08
79 H 0.47 -1.89 2.60
80 H 0.73 -1.28 4.24
81 H 1.92 -2.37 3.51
82 H 0.45 1.73 2.48
83 H 1.97 2.41 3.05
84 H 0.92 1.53 4.17
85 H 4.45 -0.96 3.36
86 H 3.55 -0.25 4.69
87 H 4.43 0.79 3.57
88 S -5.16 0.99 -0.38
89 C -6.00 0.94 1.02
90 N -6.52 1.98 1.71
91 C -7.21 1.70 2.96
92 C -7.64 0.24 2.88
93 S -6.34 -0.56 1.89
94 H -6.56 2.88 1.25
95 H -8.07 2.36 3.07
96 H -6.54 1.85 3.81
97 H -8.59 0.13 2.37
98 H -7.70 -0.22 3.86
99 F -2.70 -0.84 -1.88
100 As -3.68 -1.43 -3.27
101 F -4.20 0.17 -3.51
102 F -4.96 -1.82 -2.22
103 F -4.47 -2.02 -4.66
104 F -2.92 -2.97 -2.98
105 F -2.22 -1.04 -4.27

Properties
E_HOMO (alpha / beta): -7.97 / -7.97 eV
Multiplicity: 2
Orbital gap (alpha / beta): 0.2865 / 0.1846 Eh

(4)
ORCA calculation (ωB97M-V/def2-TZVPD) on a molecular structure, C28H49BBr27IO4P in a non-equilibrium geometry.

Geometry (Å):
1 C 2.89 -0.60 4.08
2 C 4.09 -0.48 3.11
3 C 3.69 -0.65 1.63
4 C 2.97 0.59 1.08
5 O 1.63 0.68 1.51
6 C 0.70 0.02 0.65
7 O -0.59 0.09 1.11
8 B -1.31 1.26 0.54
9 C -2.88 0.96 0.21
10 C -3.17 0.15 -1.08
11 C -3.45 -1.38 -0.92
12 C -3.02 -2.04 0.41
13 C -2.80 -3.56 0.26
14 C -1.72 -4.12 1.23
15 C -1.01 -5.36 0.65
16 C 0.16 -5.00 -0.30
17 C 1.51 -4.89 0.43
18 O 1.41 -4.07 1.58
19 C 2.04 -4.63 2.72
20 P -1.33 2.98 1.57
21 C -2.76 2.89 2.77
22 C 0.10 3.07 2.75
23 C 0.09 2.02 3.88
24 O -0.42 1.59 -0.67
25 C 0.59 0.71 -0.76
26 I 0.21 -1.00 -2.20
27 H 3.16 -1.14 5.00
28 H 2.05 -1.10 3.59
29 H 2.55 0.40 4.38
30 H 4.55 0.51 3.22
31 H 4.86 -1.22 3.38
32 H 3.10 -1.57 1.47
33 H 4.62 -0.77 1.04
34 H 3.08 0.64 -0.01
35 H 3.49 1.48 1.48
36 H 0.97 -1.05 0.62
37 H -3.38 0.54 1.09
38 H -3.33 1.96 0.06
39 H -4.05 0.59 -1.55
40 H -2.37 0.27 -1.81
41 H -2.87 -1.89 -1.71
42 H -4.50 -1.60 -1.16
43 H -2.14 -1.55 0.84
44 H -3.85 -1.90 1.13
45 H -3.74 -4.10 0.46
46 H -2.53 -3.80 -0.79
47 H -2.21 -4.40 2.17
48 H -1.00 -3.32 1.43
49 H -1.72 -6.04 0.17
50 H -0.57 -5.92 1.51
51 H 0.25 -5.77 -1.08
52 H -0.08 -4.05 -0.80
53 H 1.85 -5.90 0.69
54 H 2.25 -4.45 -0.27
55 H 3.13 -4.68 2.59
56 H 1.82 -3.97 3.57
57 H 1.64 -5.63 2.96
58 H -2.96 1.87 3.13
59 H -2.52 3.54 3.63
60 H -3.66 3.30 2.29
61 H 0.07 4.07 3.22
62 H 1.04 3.03 2.17
63 H 0.05 1.00 3.50
64 H 1.03 2.11 4.45
65 H -0.75 2.19 4.57
66 H 1.51 1.11 -1.19
67 C -5.34 5.06 3.63
68 Br -5.27 4.02 5.25
69 Br -6.84 6.27 3.63
70 Br -3.69 5.99 3.31
71 H -5.49 4.37 2.81
72 C 2.29 -2.41 -5.29
73 Br 4.09 -3.01 -4.99
74 Br 2.12 -1.46 -6.96
75 Br 1.03 -3.86 -5.17
76 H 2.05 -1.71 -4.50
77 C 2.56 5.39 4.95
78 Br 0.79 5.32 5.69
79 Br 3.42 3.67 5.01
80 Br 2.54 6.08 3.15
81 H 3.14 6.07 5.55
82 C 2.61 -7.50 -7.06
83 Br 4.35 -6.68 -6.95
84 Br 1.78 -7.62 -5.32
85 Br 1.47 -6.59 -8.32
86 H 2.74 -8.51 -7.42
87 C -2.43 4.23 -3.97
88 Br -1.34 2.65 -3.91
89 Br -3.05 4.59 -5.77
90 Br -3.89 4.17 -2.72
91 H -1.81 5.07 -3.68
92 C 3.02 2.11 -8.08
93 Br 4.70 3.02 -8.32
94 Br 2.19 2.59 -6.42
95 Br 1.84 2.39 -9.58
96 H 3.23 1.05 -8.04
97 C 2.01 6.82 -4.96
98 Br 3.82 6.21 -4.74
99 Br 1.79 7.78 -6.62
100 Br 0.75 5.38 -4.81
101 H 1.81 7.52 -4.16
102 C -2.73 -8.60 2.62
103 Br -3.19 -9.08 0.81
104 Br -0.82 -8.68 2.90
105 Br -3.46 -6.90 3.11
106 H -3.17 -9.34 3.27
107 C -1.25 8.45 1.37
108 Br -2.90 9.42 1.61
109 Br 0.11 9.56 0.57
110 Br -0.62 7.65 3.00
111 H -1.45 7.64 0.67

Properties
E_HOMO: -4.08 eV
Charge: -1
Orbital gap: 0.1968 Eh